Record 1
The following is a quantum chemistry calculation of a cluster of 2 separate species, C16H21OS in total, from the OMol25 dataset.

Last column: natural (NBO) charge in e.
CARTESIAN COORDINATES (ANGSTROEM)
H (-0.853, 1.135, -0.818)  0.245
H (2.435, -3.606, -0.626)  0.242
C (-0.435, 2.095, 2.511)  -0.549
H (-0.092, 5.482, -0.041)  0.207
H (1.012, 1.135, 0.147)  0.277
C (1.172, 2.769, 4.285)  -0.401
H (1.836, 2.765, 5.144)  0.250
H (1.837, 1.077, -1.439)  0.273
C (-1.821, -3.085, -1.799)  0.195
H (-0.730, -4.785, -1.050)  0.236
C (-0.744, -0.913, -1.530)  0.181
C (-0.113, 3.465, 2.478)  0.279
H (2.738, 0.782, 0.048)  0.252
C (0.366, -2.975, -0.744)  0.179
H (-3.727, -3.268, -2.742)  0.236
H (-2.646, -4.650, -3.021)  0.258
C (1.545, -0.847, -0.508)  0.196
C (0.488, 4.851, 0.632)  -0.240
H (-2.671, -1.212, -2.414)  0.235
H (1.249, -4.765, -0.008)  0.245
H (-0.037, 0.943, -2.390)  0.240
H (1.241, 4.860, 3.602)  0.240
C (-1.809, -1.695, -1.948)  -0.266
C (-0.725, -3.701, -1.185)  -0.264
C (0.827, 3.856, 3.516)  -0.309
H (-1.133, 1.598, 1.850)  0.238
H (1.197, 5.455, 1.214)  0.185
H (2.415, -1.432, -0.213)  0.223
C (1.772, 0.607, -0.447)  -0.727
O (-0.516, 4.241, 1.462)  -0.516
C (-2.970, -3.908, -2.281)  -0.665
S (0.365, 1.334, 3.780)  0.464
C (-0.844, 0.560, -1.754)  -0.661
H (-1.789, 0.781, -2.264)  0.242
C (1.492, -3.698, -0.074)  -0.669
C (0.410, -1.539, -0.920)  -0.214
H (-3.438, -4.463, -1.459)  0.259
H (1.668, -3.332, 0.945)  0.244
H (1.026, 4.080, 0.063)  0.161

F_max: 2.23 eV/Å
HOMO level: -0.3939 hartree
Kohn-Sham gap: 5.042 eV
Net charge: +1
ΔE to the lowest compared entry with this formula, charge and spin: 0.0000 eV


Record 2
The following is a quantum chemistry calculation of the molecule C5H7NS, from the OMol25 dataset.

Last column: natural (NBO) charge in e.
CARTESIAN COORDINATES (ANGSTROEM)
C (0.315, 0.935, -1.778)  -0.302
C (1.530, 0.789, -1.068)  -0.293
C (1.371, -0.186, -0.148)  -0.072
N (0.033, -0.695, -0.307)  -0.523
S (-0.925, -1.687, 0.699)  0.432
H (0.098, 1.657, -2.519)  0.217
H (2.421, 1.378, -1.352)  0.230
H (-1.622, 0.433, 1.647)  0.228
H (-1.797, -1.013, 2.790)  0.231
C (-0.588, -0.003, -1.363)  -0.057
H (-0.157, -0.341, 2.471)  0.225
H (2.094, -0.581, 0.580)  0.224
H (-1.604, -0.206, -1.667)  0.224
C (-1.169, -0.480, 2.016)  -0.764

F_max: 1.95 eV/Å
HOMO level: -0.3144 hartree
SMILES: CSn1cccc1
Kohn-Sham gap: 9.393 eV
ΔE to the lowest compared entry with this formula, charge and spin: 0.8838 eV


Record 3
The following is a quantum chemistry calculation of the molecule C5H11NO, from the OMol25 dataset.

Last column: natural (NBO) charge in e.
CARTESIAN COORDINATES (ANGSTROEM)
C (1.060, 0.539, 0.236)  0.782
H (-0.908, -0.193, 1.718)  0.184
H (0.614, -1.535, 0.820)  0.457
N (1.087, -0.721, 0.505)  -0.615
H (3.462, -1.127, 0.338)  0.207
H (-2.433, -1.000, -0.244)  0.192
C (-1.618, 0.990, 0.049)  -0.410
H (-1.206, -0.536, -1.438)  0.196
C (2.586, -0.969, -0.301)  -0.505
H (2.888, -0.277, -1.091)  0.237
H (-2.489, 1.379, 0.590)  0.192
H (-0.306, 1.463, 1.703)  0.209
H (-1.235, 1.810, -0.569)  0.207
H (-2.836, 0.132, -1.544)  0.212
H (2.378, -1.930, -0.792)  0.194
C (-2.049, -0.165, -0.844)  -0.608
C (-0.540, 0.605, 1.062)  -0.547
O (1.542, 1.534, -0.200)  -0.582

F_max: 11.55 eV/Å
HOMO level: -0.2999 hartree
SMILES: CCCC(=O)NC
Kohn-Sham gap: 8.891 eV
ΔE to the lowest compared entry with this formula, charge and spin: 4.3117 eV


Record 4
The following is a quantum chemistry calculation of a structure of composition C17H21AgBN9S, from the OMol25 dataset.

Last column: Löwdin spin population.
CARTESIAN COORDINATES (ANGSTROEM)
C (-1.537, 2.095, -1.924)  0.000
C (2.799, 1.496, 0.446)  0.001
H (-3.117, 1.650, 0.155)  0.000
C (-1.912, 0.685, -5.249)  0.000
C (-1.937, 2.251, -3.229)  0.000
N (-1.254, 0.157, -2.883)  0.000
C (-0.139, -2.183, -1.337)  0.008
H (4.763, 2.223, 0.929)  0.000
C (-1.722, 1.020, -3.808)  0.000
N (2.909, -0.736, 1.507)  0.127
C (-0.964, -4.353, 1.472)  0.013
C (3.768, 2.099, 1.407)  0.000
H (-0.803, -5.354, 1.018)  0.000
H (-0.074, -4.390, -1.337)  0.000
N (-1.268, 0.708, 0.801)  0.001
C (4.162, -0.736, 1.507)  0.010
N (-1.149, 0.813, -1.738)  0.000
H (-2.300, 1.566, -5.805)  0.000
H (-1.269, -0.289, 4.654)  0.000
C (-1.611, 0.906, 2.915)  0.002
N (-0.762, 0.444, 1.981)  0.001
H (-3.567, 1.929, 2.772)  0.000
N (1.511, 1.231, 0.739)  0.005
H (4.006, 1.205, -1.390)  0.000
Ag (0.862, -0.736, 1.507)  0.295
C (-2.703, 1.480, 2.300)  0.001
H (-2.298, 3.155, -3.703)  0.000
C (-1.368, 0.783, 4.384)  0.000
C (-0.266, -3.456, -0.826)  0.009
C (1.879, 0.623, -1.331)  0.001
H (-0.429, 1.312, 4.649)  0.000
H (0.180, -1.928, -2.339)  0.001
H (-0.286, -4.238, 2.342)  0.013
S (5.752, -0.736, 1.507)  0.001
N (0.957, 0.717, -0.352)  -0.001
H (1.699, 0.225, -2.322)  0.000
H (1.399, -2.391, 1.507)  0.383
B (-0.507, 0.241, -0.441)  0.002
C (3.068, 1.125, -0.857)  0.001
H (-2.017, -4.278, 1.814)  0.000
H (-2.208, 1.225, 4.960)  0.000
C (-0.685, -3.276, 0.478)  0.060
H (3.397, 3.094, 1.731)  0.000
N (-0.808, -1.961, 0.739)  0.061
H (-0.930, 0.402, -5.685)  0.000
N (-0.497, -1.305, -0.379)  0.004
H (-1.524, 2.872, -1.170)  0.000
H (-2.621, -0.160, -5.357)  0.000
H (3.872, 1.439, 2.292)  0.000
C (-2.457, 1.336, 0.950)  0.002

F_max: 9.52 eV/Å
HOMO level (alpha / beta): -0.1431 / -0.1610 hartree
Kohn-Sham gap (alpha / beta): 6.721 / 7.173 eV
Net charge: -1
Spin multiplicity: 2


Record 5
The following is a quantum chemistry calculation of the molecule C14H31O3P, from the OMol25 dataset.

Last column: natural (NBO) charge in e.
CARTESIAN COORDINATES (ANGSTROEM)
H (3.513, 0.674, 1.094)  0.197
O (-0.174, 2.254, 0.830)  -0.537
O (-0.686, -0.433, -0.827)  -0.541
H (-3.669, 1.908, -1.125)  0.198
C (-2.409, -3.807, -0.660)  -0.389
H (-1.134, 3.588, -0.419)  0.161
H (-1.174, -2.676, -2.012)  0.217
H (0.782, -0.628, 0.621)  0.196
C (-2.553, 2.344, 0.655)  -0.409
O (0.953, 1.443, -2.428)  -1.085
H (3.685, 1.768, -1.192)  0.236
H (-3.708, 3.604, -0.649)  0.196
H (-2.802, -3.329, 1.417)  0.200
H (3.457, 0.192, -1.937)  0.243
H (-1.393, -1.496, 0.790)  0.163
H (-1.169, 1.883, -0.940)  0.201
C (-3.744, 2.581, -0.269)  -0.392
H (-5.129, 1.333, 0.822)  0.199
C (-5.068, 2.353, 0.449)  -0.597
H (5.522, -1.664, 1.474)  0.201
C (-1.518, -1.448, -0.302)  -0.056
C (-1.274, -2.822, -0.934)  -0.431
C (5.328, 0.027, 0.142)  -0.386
C (0.661, -0.528, -0.467)  -0.417
C (5.905, -0.650, 1.379)  -0.601
H (1.243, 3.311, -0.247)  0.198
H (-2.599, 3.022, 1.510)  0.200
H (-2.229, -4.711, -1.246)  0.204
H (-3.352, -3.374, -1.000)  0.196
P (1.409, 1.053, -1.089)  1.868
C (1.084, 2.333, 0.241)  -0.395
H (5.621, -0.532, -0.749)  0.197
C (-2.527, -4.188, 0.812)  -0.608
H (5.742, 1.034, 0.052)  0.196
H (-0.336, -3.242, -0.561)  0.193
H (1.163, -1.372, -0.967)  0.194
C (-1.231, 2.548, -0.070)  -0.069
C (3.802, 0.113, 0.203)  -0.398
C (3.235, 0.781, -1.042)  -0.767
H (5.638, -0.097, 2.277)  0.201
H (3.392, -0.894, 0.299)  0.198
H (-3.289, -4.952, 0.942)  0.212
H (-2.579, 1.323, 1.038)  0.200
H (6.989, -0.698, 1.316)  0.212
H (1.809, 2.216, 1.049)  0.206
H (-5.167, 3.032, 1.293)  0.201
H (-1.582, -4.583, 1.180)  0.200
H (-2.534, -1.114, -0.529)  0.187
H (-5.904, 2.522, -0.226)  0.208

F_max: 1.48 eV/Å
HOMO level: -0.3339 hartree
SMILES: CCCCOCP(=O)(CCCC)COCCCC
Kohn-Sham gap: 9.861 eV
ΔE to the lowest compared entry with this formula, charge and spin: 0.2611 eV


Record 6
The following is a quantum chemistry calculation of a structure of composition C3H8CsO, from the OMol25 dataset.

Last column: Mulliken charge in e.
CARTESIAN COORDINATES (ANGSTROEM)
O (5.852, -15.893, -4.941)  -0.575
C (5.487, -14.567, -5.308)  0.557
C (4.335, -14.039, -4.411)  -1.758
Cs (4.830, -12.922, -2.020)  1.021
H (5.343, -16.535, -5.441)  0.332
H (3.980, -14.762, -3.677)  0.456
H (6.063, -15.321, -7.338)  0.382
H (6.422, -14.018, -5.191)  0.334
H (5.327, -13.763, -7.395)  0.375
H (4.285, -15.118, -7.039)  0.431
H (4.833, -13.267, -3.825)  0.472
H (3.494, -13.646, -4.984)  0.487
C (5.285, -14.717, -6.870)  -1.513

F_max: 6.52 eV/Å
HOMO level: -0.5043 hartree
Kohn-Sham gap: 9.948 eV
Net charge: +1
ΔE to the lowest compared entry with this formula, charge and spin: 2.9706 eV